1.
Computed, not measured: 2 unconnected molecules or ions with the total composition C5H10O2 at a distorted geometry, with the ωB97M-V functional and the def2-TZVPD basis.

The geometry in XYZ format:
```
17
Properties=species:S:1:pos:R:3:forces:R:3:lowdin_charge:R:1
C 0.17004 -1.98950 -0.59392 0.1 -0.2 -0.1 -0.03
C -0.29633 0.19943 1.44065 -0.9 0.2 0.1 -0.09
O 1.00617 0.15314 1.27521 0.7 -0.6 0.8 -0.03
C 1.44274 0.77167 0.20356 0.2 0.6 -0.6 -0.16
C 0.31863 1.55191 -0.39517 0.0 0.1 -0.1 -0.09
C -0.94369 1.02418 0.36408 0.1 0.3 0.2 -0.34
O -1.90233 0.36893 -0.45389 0.1 -0.2 -0.1 -0.03
H 0.87971 -2.65107 -0.09385 -0.1 0.0 -0.1 0.04
H 0.04565 -2.28071 -1.63674 0.0 -0.2 0.1 0.04
H -0.78496 -2.05507 -0.06730 0.2 0.0 -0.1 0.03
H -0.71561 -0.42758 2.21130 0.0 0.1 -0.1 0.12
H 0.62100 -0.98784 -0.57711 -0.3 -0.4 -0.1 0.00
H 2.51021 0.82736 0.06578 -0.1 0.0 0.0 0.12
H 0.45365 2.62384 -0.20327 -0.1 -0.1 0.0 0.12
H 0.19852 1.42753 -1.47966 0.0 0.0 0.2 0.12
H -1.51661 1.85128 0.78920 0.1 0.0 -0.1 0.14
H -1.48680 -0.40751 -0.84888 -0.1 0.1 0.1 0.05
```
Forces are in eV/Å.

Results
net charge	0
HOMO level (spin up / spin down)	-7.226 / -7.287	eV
Kohn-Sham gap (spin up / spin down)	8.0 / 8.1	eV
energy above the lowest of the compared OMol25 structures with the same formula, charge and spin	106.7	kcal per mole

***

2.
Computed, not measured: a molecular structure, C10H22ClEuO4P2 at a distorted geometry, with the ωB97M-V functional and the def2-TZVPD basis.

The geometry in XYZ format:
```
40
Properties=species:S:1:pos:R:3:forces:R:3:lowdin_charge:R:1
C 0.27071 -0.01264 -3.23429 -2.0 -0.5 -0.2 0.02
C 1.13469 0.25598 -2.13164 8.0 1.7 0.1 -0.09
H 0.89624 -0.22953 -4.10998 0.4 0.0 0.2 0.16
H -0.33079 0.88653 -3.44814 -0.1 -0.2 0.2 0.13
H -0.39113 -0.87440 -3.02487 0.1 0.4 -0.2 0.09
O 2.24595 0.50930 -1.81728 -6.2 -1.4 -0.5 0.28
Cl -3.02689 0.11781 -1.55324 0.9 -0.1 0.4 -0.21
Eu -1.08238 -0.06483 0.11692 -1.4 -0.3 2.6 1.32
P -0.07243 2.56676 0.15016 -0.7 1.4 -0.1 0.69
C 1.37669 3.43527 0.79245 0.4 -0.3 0.0 -0.24
C -0.56528 3.39605 -1.40024 0.0 -0.1 -0.2 -0.27
H -0.76093 4.46687 -1.25646 0.1 -0.3 0.0 0.07
H -1.73311 4.09479 1.19811 0.2 -0.4 -0.1 0.08
H -1.47677 2.92170 -1.80098 0.2 0.2 0.2 0.03
H -2.36753 2.42857 1.06599 0.3 0.4 0.1 0.04
H 2.23466 3.16783 0.16493 0.0 0.2 0.2 0.05
H 0.24286 3.27155 -2.13221 -0.1 0.2 0.0 0.04
C -1.46251 3.03095 1.29433 0.0 -0.6 0.1 -0.24
H 1.26208 4.52624 0.80216 -0.2 -0.3 -0.1 0.08
H -1.17529 2.82511 2.33850 -0.1 0.0 -0.4 0.06
H 1.57360 3.08622 1.81454 0.0 0.1 -0.2 0.06
P 0.07588 -2.62953 -0.08458 -0.4 -1.3 0.2 0.69
C 1.54649 -3.38935 0.66160 0.4 0.3 0.0 -0.25
C -1.32765 -3.22002 0.98605 -0.1 0.4 0.0 -0.25
H -1.18417 -3.09610 -2.09825 0.2 -0.1 0.1 0.05
H -0.27401 -4.54615 -1.60174 0.0 0.3 0.1 0.07
H 0.57563 -3.17499 -2.36736 -0.1 -0.2 0.0 0.04
C -0.23123 -3.45273 -1.67914 0.1 0.1 -0.3 -0.27
H -2.22953 -2.58660 0.83894 0.3 -0.4 0.1 0.03
H -1.61017 -4.25783 0.74732 0.2 0.4 -0.1 0.08
H 1.52198 -4.48863 0.63232 -0.2 0.4 0.0 0.08
H 1.62909 -3.05642 1.70718 0.0 -0.1 -0.3 0.06
H -1.04208 -3.15793 2.04822 -0.1 0.1 -0.4 0.06
H 2.43058 -3.03570 0.11390 -0.1 -0.2 0.2 0.05
C 2.08681 -0.00069 1.19790 2.9 0.0 1.0 -0.03
O 3.16233 -0.00236 1.59232 -3.0 0.0 -1.1 0.12
O -0.91741 0.01695 4.54226 1.2 0.3 -2.5 0.08
C -0.45830 0.08468 3.40866 -0.9 -0.1 2.9 -0.49
O -1.13979 -0.22711 2.32258 0.1 0.2 -2.5 -0.35
H 0.59312 0.41439 3.20307 -0.4 -0.1 0.3 0.10
```
Forces are in eV/Å.

Results
⟨S²⟩	12.02
net charge	+2
2S+1	7
HOMO level (spin up / spin down)	-15.397 / -15.407	eV
Kohn-Sham gap (spin up / spin down)	4.5 / 4.5	eV
energy above the lowest of the compared OMol25 structures with the same formula, charge and spin	0.0	kcal per mole

***

3.
Computed, not measured: a molecular structure, C18H18N4OSV, with the ωB97M-V functional and the def2-TZVPD basis.

The geometry in XYZ format:
```
43
Properties=species:S:1:pos:R:3:forces:R:3:lowdin_charge:R:1
V -0.02520 0.28508 0.40089 0.5 -0.3 -0.5 0.95
O 2.14632 0.26081 0.11877 -0.1 -0.1 0.6 -0.14
C 2.88351 -0.19982 1.31620 -0.3 0.3 -0.4 -0.16
C 2.55343 -1.64045 1.62053 0.1 -0.2 0.1 -0.14
C 1.05247 -1.91115 1.79094 -0.1 0.1 0.1 -0.13
C 0.41073 -1.04625 2.85878 0.2 0.0 -0.2 -0.27
C 0.50100 -1.34887 4.20418 -0.1 -0.1 0.0 0.02
C -0.07253 -0.48490 5.12194 0.0 0.0 0.1 0.00
C -0.71302 0.66398 4.67604 0.0 0.0 0.0 -0.01
C -0.74418 0.91382 3.32308 0.1 -0.1 -0.2 -0.08
N -0.18324 0.08080 2.42837 0.2 0.0 0.7 -0.02
H 2.54865 -0.14574 -0.65592 0.1 0.0 -0.2 0.13
H 2.55948 0.47480 2.10560 0.0 0.0 0.0 0.13
H 3.94333 -0.03520 1.14305 0.1 -0.1 0.0 0.14
H 3.07233 -1.91352 2.54324 0.0 0.0 0.0 0.14
H 2.95398 -2.29462 0.84284 0.0 0.0 0.0 0.13
H 0.88504 -2.96055 2.02989 0.1 0.0 0.0 0.14
H 0.54580 -1.81331 0.80925 -0.1 0.0 0.0 0.09
H 0.99551 -2.25651 4.52622 0.0 0.0 0.0 0.14
H -0.02543 -0.70706 6.18037 0.0 0.0 0.0 0.13
H -1.17628 1.35729 5.36348 0.0 0.0 0.0 0.13
H -1.21985 1.79696 2.91787 0.0 0.0 0.0 0.12
N -3.86025 1.49928 -0.46359 -0.2 -0.1 0.1 0.21
C -4.30777 0.19285 -0.24259 -0.3 0.5 -0.2 -0.16
C -5.57688 -0.37206 -0.33032 0.1 0.0 0.0 0.01
C -5.66004 -1.71407 -0.03243 0.1 -0.1 0.0 -0.04
C -4.52298 -2.46435 0.33355 -0.2 0.1 0.0 -0.05
C -3.27539 -1.88860 0.41030 0.0 0.0 0.0 -0.01
C -3.18179 -0.52953 0.11370 0.6 0.0 0.1 -0.19
N -2.07082 0.33292 0.11065 -0.7 -0.3 -0.1 0.05
C -2.54378 1.51879 -0.23292 0.4 0.4 -0.2 -0.25
C -1.60517 2.64840 -0.36020 0.0 -0.8 0.1 -0.28
C -1.77201 3.93525 -0.73294 -0.2 0.2 0.0 -0.29
S -0.27223 4.74315 -0.72484 0.0 0.3 -0.2 1.17
C 0.50818 3.32803 -0.26151 0.1 -0.3 0.2 -0.40
N -0.28511 2.29459 -0.08564 -0.3 0.6 -0.3 -0.08
H -4.42812 2.28481 -0.73541 0.0 0.0 0.0 0.18
H -6.44930 0.20150 -0.61331 0.0 0.0 0.0 0.13
H -6.62212 -2.20617 -0.08146 0.0 0.0 0.0 0.12
H -4.64012 -3.51593 0.55781 0.0 0.0 0.0 0.12
H -2.41137 -2.47746 0.69062 0.0 0.0 0.0 0.11
H -2.67840 4.45540 -1.00311 0.0 0.0 0.0 0.10
H 1.57721 3.28003 -0.11047 0.0 0.0 0.0 0.10
```
Forces are in eV/Å.

Results
⟨S²⟩	3.76
net charge	+2
2S+1	4
HOMO level (spin up / spin down)	-14.241 / -14.410	eV
Kohn-Sham gap (spin up / spin down)	8.3 / 8.4	eV